## A
ORCA calculation (ωB97M-V with the def2-TZVPD basis set) on a molecular structure, C20H42F6KNO13S2.

Last column: Mulliken charge in e.
Geometry (Å):
K  -0.012  0.041  0.456  0.37
S  -1.050  -0.541  7.864  1.05
S  -1.274  -0.138  5.364  1.02
F  -3.128  -1.683  9.212  -0.23
F  -0.798  -2.577  4.251  -0.23
F  0.963  -1.655  5.120  -0.18
F  -1.519  -1.079  10.545  -0.20
F  0.291  -0.862  3.291  -0.34
F  -1.212  -2.851  9.381  -0.22
O  -1.355  0.846  8.275  -0.67
O  -2.616  0.024  -0.292  0.07
O  1.113  0.274  -8.016  -0.39
O  0.735  -0.772  -5.271  -0.20
O  0.311  -2.841  -0.262  0.07
O  2.101  1.467  -0.027  0.47
O  0.458  2.161  2.700  0.21
O  2.495  -1.243  -0.715  0.00
O  0.384  -0.836  7.714  -0.63
O  -0.518  0.661  -2.579  0.19
O  -2.381  0.040  4.466  -0.69
O  -0.524  1.093  5.652  -0.55
O  -1.872  2.140  1.528  0.06
N  -1.879  -1.025  6.701  -0.44
C  -0.699  -3.730  -0.510  -0.93
C  1.581  -3.409  -0.696  -0.55
C  1.644  2.740  -0.413  -0.49
C  -3.218  1.950  1.071  -0.82
C  3.544  -0.348  -0.289  -0.87
C  3.211  1.027  -0.751  -0.74
C  -0.889  1.420  -3.717  -0.88
C  -1.791  2.875  2.799  -0.68
C  -0.148  -1.416  4.472  0.72
C  -0.084  -0.669  -2.913  0.18
C  2.670  -2.534  -0.131  -0.63
C  -3.230  -0.821  -1.195  -0.91
C  -3.328  1.281  -0.260  -0.60
C  1.849  2.429  2.798  -1.04
C  0.229  1.130  -7.276  -0.54
C  1.031  -1.095  -7.646  -0.63
C  1.020  -1.039  -3.898  -0.91
C  -0.361  3.336  2.899  -0.89
C  -1.793  -1.631  9.402  0.57
C  1.515  -1.414  -6.253  -0.41
H  1.795  -4.443  -0.423  0.56
H  2.573  -2.472  0.953  0.32
H  -2.904  1.875  -1.069  0.20
H  -4.397  1.161  -0.434  0.47
H  1.624  -1.552  -8.438  0.35
H  -3.849  1.584  1.880  0.42
H  -2.397  3.771  2.666  0.45
H  -0.905  -1.367  -3.077  0.32
H  3.634  -2.987  -0.363  0.42
H  3.686  -0.430  0.788  0.40
H  -0.823  -4.115  -1.522  0.31
H  -0.490  -4.579  0.142  0.37
H  -0.133  3.574  3.937  0.38
H  3.068  1.041  -1.832  0.31
H  0.297  -1.041  -1.962  -0.32
H  -2.301  2.403  3.639  0.40
H  1.560  -3.287  -1.779  0.04
H  2.439  1.591  2.427  0.07
H  1.300  -2.092  -3.864  0.45
H  2.005  2.555  3.870  0.35
H  4.446  -0.797  -0.706  0.40
H  -4.196  -1.163  -0.823  0.34
H  -3.410  -0.443  -2.201  0.38
H  -0.142  4.261  2.365  0.44
H  -1.141  2.413  -3.345  0.39
H  -0.792  0.846  -7.022  0.27
H  0.939  3.181  0.291  0.02
H  4.037  1.653  -0.415  0.43
H  0.643  1.390  -6.302  0.10
H  0.007  1.599  -4.311  0.10
H  2.152  3.366  2.331  0.45
H  -2.638  -1.731  -1.296  0.02
H  2.381  3.500  -0.672  0.38
H  1.579  -2.444  -5.901  0.41
H  -1.587  -3.193  -0.178  0.21
H  -3.673  2.925  0.898  0.38
H  -1.676  0.925  -4.286  0.36
H  1.082  2.659  -1.344  -0.01
H  0.029  -1.457  -7.876  0.33
H  0.275  2.069  -7.829  0.38
H  1.933  -0.506  -3.633  0.18
H  2.504  -0.971  -6.137  0.27

Computed properties:
Highest occupied orbital energy   -0.2985 Ha
Multiplicity   1
Orbital gap   7.78 eV

***

## B
ORCA calculation (ωB97M-V with the def2-TZVPD basis set) on a molecular structure, C20H42F6KNO13S2.

Last column: Mulliken charge in e.
Geometry (Å):
K  -17.330  0.485  0.431  0.68
S  -16.609  3.980  -3.534  1.15
S  -18.496  3.247  -1.947  1.16
F  -16.976  3.955  -6.142  -0.23
F  -20.756  3.604  -3.391  -0.21
F  -15.048  4.616  -5.598  -0.21
F  -19.938  5.397  -2.407  -0.20
F  -20.987  3.990  -1.149  -0.19
F  -15.398  2.513  -5.484  -0.23
O  -20.401  -5.338  4.070  -0.39
O  -19.170  -3.542  1.628  -0.42
O  -23.354  -5.989  3.359  -0.29
O  -11.868  1.160  -3.156  -0.35
O  -15.531  2.133  1.701  0.14
O  -20.115  0.570  1.219  0.08
O  -15.677  3.358  -2.638  -0.55
O  -18.377  2.520  2.410  -0.11
O  -14.640  0.337  -0.948  0.06
O  -17.829  4.136  -1.043  -0.66
O  -16.900  5.411  -3.413  -0.65
O  -15.343  -1.293  1.278  0.33
O  -18.789  1.899  -1.432  -0.68
N  -17.898  3.182  -3.603  -0.57
C  -20.184  4.092  -2.252  0.44
C  -14.373  -1.702  0.371  -0.74
C  -14.284  1.962  2.394  -1.09
C  -18.755  -3.653  3.035  -0.06
C  -22.201  -6.766  2.961  -0.63
C  -16.203  3.294  2.232  -0.58
C  -20.503  1.373  2.345  -0.55
C  -19.985  -3.992  3.991  -0.83
C  -20.896  -5.956  2.869  -0.32
C  -24.566  -6.467  2.752  -0.69
C  -21.098  0.407  0.201  -0.94
C  -14.749  -1.098  -0.991  -0.66
C  -18.586  -2.421  0.964  -0.15
C  -19.344  1.749  3.164  -0.76
C  -11.512  1.325  -4.491  -0.76
C  -17.339  2.953  3.201  -0.74
C  -13.250  1.013  -2.963  -0.12
C  -15.108  -1.835  2.504  -1.02
C  -13.403  0.910  -1.381  -0.79
C  -15.959  3.762  -5.301  0.54
H  -21.677  1.331  0.178  0.40
H  -15.955  -1.445  3.069  0.21
H  -19.758  1.977  4.146  0.53
H  -25.303  -5.666  2.703  0.25
H  -13.891  1.846  -3.254  0.08
H  -14.079  -1.665  -1.638  0.40
H  -15.597  3.956  2.849  0.49
H  -14.238  -1.505  3.072  0.35
H  -18.347  -1.681  1.727  -0.02
H  -21.988  -7.587  3.645  0.31
H  -22.238  -7.244  1.982  0.39
H  -17.796  -2.699  0.266  0.22
H  -18.466  -2.674  3.418  0.19
H  -20.727  0.288  -0.817  0.24
H  -13.360  -1.476  0.705  0.37
H  -17.821  3.770  3.738  0.45
H  -24.418  -6.845  1.740  0.31
H  -16.762  3.786  1.436  0.16
H  -17.017  2.217  3.937  0.35
H  -17.923  -4.345  3.162  0.32
H  -13.578  1.170  2.144  0.19
H  -19.772  -3.747  5.032  0.41
H  -20.062  -6.579  2.545  0.31
H  -21.089  2.274  2.163  0.38
H  -25.181  -7.171  3.312  0.28
H  -11.968  0.488  -5.020  0.33
H  -18.934  0.868  3.658  0.24
H  -15.190  -2.904  2.703  0.32
H  -11.849  2.207  -5.035  0.27
H  -19.381  -1.862  0.470  0.21
H  -14.551  1.742  3.428  0.39
H  -15.744  -1.351  -1.358  0.23
H  -21.098  -5.213  2.097  0.26
H  -14.368  -2.768  0.141  0.38
H  -13.709  2.879  2.264  0.36
H  -20.760  -3.314  3.632  0.36
H  -13.497  0.039  -3.387  0.39
H  -13.403  1.931  -0.997  0.31
H  -10.429  1.215  -4.548  0.26
H  -12.503  0.437  -0.987  0.34
H  -21.784  -0.406  0.434  0.26
H  -21.062  0.737  3.031  0.32

Computed properties:
Highest occupied orbital energy   -0.3175 Ha
Multiplicity   1
Orbital gap   8.36 eV

***

Which structure is most stable? A, by 98.6 kJ/mol over the runner-up.

***

## A
ORCA calculation (ωB97M-V with the def2-TZVPD basis set) on a molecular structure, C32H30Cl5CuN4O6PS4Te.

Last column: Mulliken spin population.
Geometry (Å):
Te  2.645  3.695  1.306  0.00
Cu  1.032  -0.170  1.203  0.78
Cl  3.116  -5.400  1.946  0.00
Cl  1.264  -4.295  -2.980  0.00
Cl  0.373  -1.523  -2.057  0.00
Cl  2.637  -6.258  -1.004  0.00
Cl  2.315  -2.588  2.896  0.00
S  -6.190  -4.873  -1.758  0.00
S  -2.410  -1.373  0.838  0.02
S  -0.156  4.180  -3.882  0.00
S  -3.745  -3.793  -0.442  0.00
P  3.394  1.535  1.863  0.00
O  -0.936  2.512  3.638  0.01
O  5.018  1.549  1.552  0.00
O  -0.096  -0.895  3.063  0.02
O  3.490  1.372  3.468  0.00
O  2.926  0.243  1.215  0.00
O  0.418  1.515  2.162  0.06
N  0.533  1.112  -0.596  0.01
N  2.539  2.444  -7.142  0.00
N  -4.926  -1.556  -0.028  0.00
N  -5.840  -2.404  -0.626  0.00
C  0.434  0.226  5.092  0.00
C  -0.370  1.530  3.173  0.00
C  -5.400  -3.650  -0.954  0.00
C  -9.454  -1.888  -1.386  0.00
C  5.698  -0.313  0.114  0.00
C  -8.271  -2.542  -1.077  0.00
C  1.978  -3.027  1.255  -0.02
C  5.490  1.190  0.263  0.00
C  -9.498  -0.508  -1.502  0.00
C  -1.962  -0.047  4.366  0.00
C  0.139  2.992  -2.579  0.00
C  1.540  -3.806  -1.346  0.00
C  2.991  3.371  -6.303  0.00
C  1.407  2.491  -2.329  0.00
C  5.590  0.699  4.500  0.00
C  -0.673  1.620  -0.811  0.00
C  0.420  2.564  -6.033  0.00
C  0.910  3.524  -5.158  0.00
C  1.272  2.061  -7.003  0.00
C  4.219  0.262  4.008  0.00
C  -0.527  0.175  3.910  0.00
C  2.366  -4.302  0.845  0.00
C  1.554  1.562  -1.314  -0.01
C  -8.343  0.225  -1.272  0.00
C  2.222  3.952  -5.307  0.00
C  -7.099  -1.809  -0.901  0.00
C  2.149  -4.692  -0.469  -0.01
C  -3.760  -2.081  0.162  0.00
C  1.161  -2.539  -0.897  0.01
C  1.366  -2.096  0.412  0.12
C  -7.154  -0.413  -0.970  0.00
C  -0.922  2.568  -1.791  0.00
H  6.276  -0.691  0.959  0.00
H  1.439  0.451  4.736  0.00
H  4.027  3.662  -6.441  0.00
H  6.440  1.716  0.135  0.00
H  -1.919  2.961  -1.939  0.00
H  -1.471  1.229  -0.191  0.00
H  -10.353  -2.474  -1.533  0.00
H  4.304  -0.525  3.255  0.00
H  4.797  1.555  -0.504  0.00
H  3.633  -0.134  4.841  0.00
H  5.480  1.522  5.209  0.00
H  -2.356  0.886  4.763  0.00
H  -2.579  -0.355  3.520  0.00
H  0.445  -0.737  5.609  0.00
H  0.125  1.014  5.778  0.00
H  -2.005  -0.826  5.132  0.00
H  -0.603  2.223  -5.953  0.00
H  -8.366  1.306  -1.333  0.00
H  4.737  -0.821  0.100  0.00
H  6.196  1.039  3.665  0.00
H  2.268  2.817  -2.890  0.00
H  -0.862  -1.184  2.534  -0.02
H  2.630  4.721  -4.665  0.00
H  -8.259  -3.612  -0.974  0.00
H  0.926  1.313  -7.709  0.00
H  -10.425  -0.007  -1.754  0.00
H  6.098  -0.132  4.996  0.00
H  -6.254  0.150  -0.777  0.00
H  6.238  -0.531  -0.811  0.00
H  2.521  1.132  -1.093  0.00

Computed properties:
Highest occupied orbital energy (spin up / spin down)   -0.0816 / -0.0814 Ha
Multiplicity   2
Orbital gap (spin up / spin down)   5.73 / 5.72 eV
Net charge   -2

***

## B
ORCA calculation (ωB97M-V with the def2-TZVPD basis set) on a molecular structure, C32H30Cl5CuN4O6PS4Te.

Last column: Mulliken spin population.
Geometry (Å):
Te  1.423  -3.777  2.439  0.00
Cu  -0.462  -0.711  0.643  0.95
Cl  -2.644  -4.867  -2.437  0.00
Cl  -5.223  -3.194  -2.989  0.00
Cl  -2.902  1.084  -0.677  0.00
Cl  -5.333  -0.199  -2.121  0.00
Cl  -0.246  -3.562  -0.925  0.00
S  -2.579  0.444  -4.650  0.00
S  -4.269  1.816  -6.670  0.00
S  0.122  0.046  -3.354  0.01
S  4.309  4.004  -3.075  0.00
P  2.162  -1.673  1.726  -0.01
O  2.981  -1.752  0.326  0.01
O  -1.163  -1.416  2.366  0.11
O  3.335  -1.312  2.791  0.00
O  -1.351  -0.989  4.553  0.01
O  -0.886  1.241  1.803  0.01
O  1.335  -0.399  1.510  -0.02
N  6.200  6.721  0.092  0.00
N  1.287  1.812  -0.455  0.00
N  -0.511  1.770  -5.330  0.00
N  -1.586  2.190  -6.123  0.00
C  -1.793  4.717  -8.864  0.00
C  -1.268  -0.633  3.382  -0.01
C  0.118  3.342  -7.415  0.00
C  -3.945  -1.156  -1.739  -0.02
C  5.034  5.063  -1.835  0.00
C  -3.890  -2.485  -2.148  0.00
C  6.536  5.435  -0.019  0.00
C  4.672  6.397  -1.731  0.00
C  -0.722  1.718  4.166  0.00
C  -1.240  3.129  -7.137  0.00
C  2.274  1.159  -1.061  0.00
C  3.961  -2.770  0.110  0.00
C  2.059  3.842  -1.460  0.00
C  -0.844  0.833  -4.487  0.00
C  -2.787  1.594  -5.917  0.00
C  -2.899  1.178  3.048  0.00
C  5.991  4.573  -0.958  0.00
C  -2.872  -0.616  -1.031  -0.02
C  -2.745  -3.231  -1.886  -0.01
C  3.470  0.801  3.948  0.00
C  1.182  3.123  -0.665  0.00
C  3.221  1.791  -1.858  0.00
C  -1.736  -1.349  -0.696  -0.02
C  -2.193  3.847  -7.857  0.00
C  4.960  -2.235  -0.896  0.00
C  3.918  0.000  2.743  0.00
C  -1.406  0.889  3.093  0.01
C  5.279  7.178  -0.755  0.00
C  -1.695  -2.647  -1.182  -0.02
C  0.498  4.217  -8.419  0.00
C  -0.453  4.904  -9.164  0.00
C  3.110  3.155  -2.051  0.00
H  3.464  -3.665  -0.265  0.00
H  6.295  3.536  -1.007  0.00
H  -3.367  0.611  2.245  0.00
H  5.002  -0.130  2.743  0.00
H  4.444  -3.028  1.053  0.00
H  3.796  0.318  4.870  0.00
H  3.637  0.514  1.821  0.00
H  5.452  -1.342  -0.503  0.00
H  0.343  3.619  -0.187  0.00
H  1.922  4.904  -1.621  0.00
H  -0.154  5.569  -9.965  0.00
H  -3.067  2.243  2.863  0.00
H  5.011  8.224  -0.648  0.00
H  2.322  0.091  -0.894  0.02
H  0.851  2.811  -6.829  0.00
H  3.933  6.818  -2.400  0.00
H  4.016  1.226  -2.326  0.00
H  3.880  1.814  3.907  0.00
H  7.284  5.079  0.682  0.00
H  -1.013  1.350  5.147  0.00
H  0.077  1.335  1.854  0.00
H  5.719  -2.990  -1.117  0.00
H  -0.997  2.771  4.063  0.00
H  -3.240  3.721  -7.635  0.00
H  -2.551  5.259  -9.418  0.00
H  4.450  -1.966  -1.824  0.00
H  -3.353  0.893  3.999  0.00
H  0.365  1.628  4.081  0.00
H  2.381  0.858  3.962  0.00
H  1.553  4.362  -8.619  0.00

Computed properties:
Highest occupied orbital energy (spin up / spin down)   -0.0950 / -0.0949 Ha
Multiplicity   2
Orbital gap (spin up / spin down)   5.98 / 5.98 eV
Net charge   -2

***

Which structure is most stable? A, by 38.2 kJ/mol over the runner-up.

***

## A
ORCA calculation (ωB97M-V with the def2-TZVPD basis set) on a molecular structure, C6H11O.

Last column: Mulliken spin population.
Geometry (Å):
O  1.799  2.556  3.402  0.87
C  -0.975  -1.150  -1.474  0.00
C  -0.446  -1.130  -2.936  0.00
C  -0.374  -2.315  -1.440  0.00
C  -1.485  -0.068  -0.929  0.00
C  1.359  1.298  3.086  -0.02
C  0.492  1.115  1.920  0.01
H  -2.219  -0.254  -0.267  0.00
H  -1.446  0.959  -1.516  0.00
H  -1.300  -1.621  -3.495  0.00
H  0.627  -2.491  -1.331  0.00
H  -0.385  1.789  1.821  0.00
H  0.088  0.143  1.643  0.00
H  0.513  -1.492  -3.273  0.00
H  2.188  0.552  3.070  0.04
H  0.707  0.938  3.926  0.10
H  -0.283  -0.118  -3.212  0.00
H  1.139  1.290  1.006  0.00

Computed properties:
Highest occupied orbital energy (spin up / spin down)   -0.2827 / -0.2827 Ha
Multiplicity   2
Orbital gap (spin up / spin down)   8.12 / 6.37 eV

***

## B
ORCA calculation (ωB97M-V with the def2-TZVPD basis set) on C6H11O in the gas phase.

Last column: Mulliken spin population.
Geometry (Å):
O  -1.129  1.498  -0.864  0.00
C  -0.475  -1.602  0.741  0.86
C  -0.589  1.713  0.571  0.01
C  1.330  -0.935  -0.836  0.06
C  0.143  -0.484  -0.024  -0.05
C  0.692  0.857  0.859  0.07
C  -1.030  0.075  -1.000  0.05
H  -0.535  2.747  0.943  0.00
H  1.396  -1.992  -1.195  -0.02
H  0.156  -2.345  1.160  0.02
H  1.454  -0.309  -1.798  0.00
H  1.519  1.393  0.401  0.01
H  -1.519  -1.505  1.079  0.02
H  -1.386  1.318  1.213  0.00
H  0.840  0.730  1.933  -0.02
H  -2.118  -0.346  -0.785  0.00
H  -0.895  -0.054  -2.187  0.00
H  2.145  -0.759  -0.211  0.00

Computed properties:
Highest occupied orbital energy (spin up / spin down)   -0.3058 / -0.3494 Ha
Multiplicity   2
Orbital gap (spin up / spin down)   9.25 / 9.48 eV

***

## C
ORCA calculation (ωB97M-V with the def2-TZVPD basis set) on C6H11O in the gas phase.

Last column: Mulliken spin population.
Geometry (Å):
O  -0.774  -1.405  -3.321  0.00
C  1.131  1.237  1.020  -0.05
C  -0.437  -1.001  0.473  0.00
C  -1.199  -1.281  -0.835  0.00
C  -0.474  -1.641  -2.167  0.00
C  -0.170  0.420  1.149  0.05
C  1.198  2.448  0.175  0.87
H  0.274  2.874  -0.197  0.02
H  2.117  2.717  -0.368  0.02
H  -1.040  1.057  0.982  -0.01
H  -0.188  0.173  2.218  -0.01
H  -1.930  -0.518  -1.082  0.00
H  -1.095  -1.422  1.221  0.00
H  1.355  1.565  2.058  0.08
H  0.526  -2.009  -1.957  0.00
H  0.440  -1.632  0.573  0.00
H  -1.747  -2.220  -0.663  0.00
H  2.012  0.637  0.720  0.02

Computed properties:
Highest occupied orbital energy (spin up / spin down)   -0.2980 / -0.3567 Ha
Multiplicity   2
Orbital gap (spin up / spin down)   9.02 / 10.12 eV

***

Which structure is most stable? C, by 66.0 kJ/mol over the runner-up.